{
  "formula": "H29O15",
  "method": "the ωB97M-V functional and the def2-TZVPD basis",
  "total_charge": -1,
  "total_energy_ha": -1145.87071,
  "homo_ev": -7.642,
  "homo_lumo_gap_ha": 0.3549,
  "species": ["H", "H", "O", "O", "H", "H", "O", "O", "H", "H", "H", "H", "H", "H", "H", "H", "O", "H", "H", "O", "H", "H", "O", "H", "H", "H", "H", "H", "O", "O", "H", "O", "O", "O", "H", "H", "H", "H", "O", "H", "H", "O", "O", "H"],
  "positions_angstrom": [[-1.204371, -0.732792, 0.741866], [1.959434, -1.325751, 0.816750], [0.478268, -3.282828, -1.023866], [-1.796041, -0.349211, -5.029379], [-3.505646, -1.758167, 1.787866], [-0.788957, 3.687348, -1.449041], [0.106376, 3.048125, 0.813909], [3.773583, -0.010885, 2.394486], [0.082559, 4.100670, 0.803062], [-2.083550, 1.360294, 1.574050], [-0.870985, -0.009951, -5.410852], [2.446895, 2.105288, -1.861516], [-0.989002, 2.204233, 1.777241], [0.765139, 0.475739, -1.150527], [1.278981, -1.893625, 3.240017], [0.987037, 2.569783, 0.835619], [0.785147, -2.399295, 3.962967], [2.927950, 0.507566, 2.746586], [-5.040582, -0.553850, -1.362588], [-4.223798, -2.482647, 1.565780], [1.582343, 1.984076, -2.898585], [2.650373, -2.990979, -0.895050], [3.440936, -2.787096, -0.321810], [-4.618310, -2.274294, 0.541112], [0.209255, -1.080337, 1.289759], [0.477986, -0.880290, -1.428550], [-1.275861, 4.900081, -1.092065], [0.669572, 0.331070, 0.730652], [1.537485, 0.942230, 0.744087], [-0.630645, -0.566654, 0.139612], [3.525248, -0.912560, 2.595245], [1.149280, -0.210114, -1.705302], [1.346104, -1.542496, 1.561049], [1.993523, 2.732947, -2.404991], [-0.006217, -2.843185, -0.186565], [-1.562548, -0.507773, -3.953425], [-3.813244, 0.304200, -1.472641], [0.603369, -1.707229, 4.586443], [-1.678437, 1.822511, 2.309442], [2.326562, 0.485987, 0.679329], [0.192857, -2.659612, -1.680058], [-4.797793, 0.262286, -1.682699], [-1.282414, 4.459461, -1.882524], [2.872155, -2.522274, 0.655093]],
  "atomic_forces_ev_per_a": [[-6.86, -1.46, 5.82], [-1.49, 0.23, 0.64], [-1.57, 1.06, 3.15], [3.88, 0.38, 3.17], [-2.28, -2.05, -1.08], [-0.68, 0.59, -1.74], [-0.20, 3.29, -0.38], [-2.47, 2.09, 1.20], [0.92, -3.80, 0.21], [-0.72, -0.48, 0.10], [-3.01, -1.13, 1.45], [1.15, -0.05, 1.50], [1.33, 1.08, -0.07], [0.38, 0.64, 0.05], [-0.91, -1.15, 0.55], [-0.56, 0.77, -0.20], [0.99, 0.60, -1.00], [2.62, -1.60, -1.26], [-1.03, -2.91, 1.07], [0.21, 2.61, -3.43], [-0.33, 1.18, -0.31], [0.88, 0.24, 0.84], [-3.42, 1.04, 3.65], [2.07, -0.59, 4.56], [3.57, -1.34, -1.13], [0.87, 0.44, -0.31], [-0.68, 2.95, 2.92], [2.11, 1.37, -0.35], [-4.21, 1.76, 0.33], [6.19, 1.23, -4.26], [-0.08, -0.45, 0.02], [-0.97, -0.78, -0.40], [-1.78, 0.46, -0.52], [-0.86, -1.25, -1.11], [1.82, -1.42, -2.40], [-0.83, 0.77, -4.59], [-1.87, 0.10, -0.49], [-0.29, 0.37, 0.68], [-0.96, -0.76, 0.25], [2.25, -1.64, -0.10], [-0.16, 0.21, -0.89], [2.95, 2.83, -0.58], [1.40, -3.62, -1.17], [2.64, -1.80, -4.38]]
}